The following is a quantum chemistry calculation of a molecular structure, C3H3FN2 at a distorted geometry, from the OMol25 dataset.

Geometry (Å):
C -0.66 1.15 0.06
C 0.42 -0.49 1.20
C -0.75 1.56 1.32
N 0.13 0.19 2.23
N 0.03 -0.05 -0.03
F -1.26 2.58 1.96
H -1.07 1.58 -0.83
H 0.96 -1.43 1.25
H 0.25 -0.49 -0.91

Summary:
Multiplicity   3
Electronic energy   -8849.9880 eV
Lowest unoccupied orbital energy (spin up / spin down)   0.02443 / -0.08530 Ha
Orbital gap (spin up / spin down)   4.81 / 7.06 eV
ΔE to the lowest compared entry with this formula, charge and spin   153.2 kJ/mol